No. 1
70
Properties=species:S:1:pos:R:3:forces:R:3:lowdin_charge:R:1 method="wB97M-V/def2-TZVPD" charge=-1 homo_ev=-1.563 homo_lumo_gap_ev=3.94 mol_weight_g_mol=488.383 largest_force_ev_per_a=5.86
Al -0.07565 0.66962 -0.00613 0.5 -1.2 1.1 -0.579
Cl -1.86359 -0.07080 -0.99094 -0.3 0.3 -0.3 0.272
P 0.22792 2.47350 -1.50609 0.2 -0.7 0.3 0.974
C -1.25563 3.56084 -1.31698 0.2 0.2 -0.3 -0.521
C 1.75908 3.45131 -1.14329 -0.3 0.4 -0.4 -0.520
C 0.19141 1.80880 -3.22781 -0.2 0.5 0.1 -0.529
C -1.87338 3.51966 0.09086 -0.1 0.0 -0.1 -0.144
H -1.98446 3.12104 -2.02021 0.2 0.1 0.2 0.113
C -0.93444 4.99655 -1.73991 -0.4 0.3 -0.1 -0.128
H -0.26758 5.48371 -1.01700 -0.1 -0.1 -0.1 0.072
H -1.87105 5.56990 -1.77410 0.2 0.0 0.0 0.080
H -0.47524 5.05859 -2.73556 -0.1 0.0 0.3 0.056
H -2.27016 2.52812 0.33892 0.2 0.2 -0.1 0.032
H -2.70950 4.23170 0.12783 0.1 -0.1 0.0 0.078
H -1.15018 3.80005 0.86609 -0.2 -0.1 -0.2 0.063
H -0.77791 1.27771 -3.24011 0.3 0.3 0.0 0.081
C 1.28334 0.76960 -3.52499 0.0 -0.2 0.0 -0.108
C 0.16938 2.95798 -4.23710 0.0 -0.1 -0.5 -0.123
H -0.75393 3.54439 -4.17372 0.2 -0.1 0.0 0.061
H 0.22897 2.54802 -5.25574 0.0 0.1 0.2 0.082
H 1.02683 3.63616 -4.10009 -0.2 -0.2 -0.1 0.077
H 1.58104 0.18799 -2.64179 0.0 0.1 -0.3 0.025
H 2.17442 1.23904 -3.95968 -0.2 -0.1 0.2 0.070
H 0.89557 0.05183 -4.26116 0.1 0.2 0.2 0.089
C 1.79891 3.78537 0.35693 0.0 0.1 0.0 -0.115
H 1.66798 4.38531 -1.72427 0.2 -0.2 0.2 0.097
C 3.03655 2.72450 -1.57419 0.1 -0.1 0.0 -0.115
H 1.00407 4.48126 0.65621 0.1 -0.2 -0.1 0.061
H 2.75862 4.27026 0.57739 -0.2 -0.1 0.0 0.079
H 1.72162 2.88204 0.97719 0.0 0.2 -0.2 0.059
H 3.09411 1.72387 -1.13073 0.0 0.2 -0.1 0.026
H 3.89992 3.30141 -1.22143 -0.1 0.0 0.0 0.079
H 3.12120 2.63458 -2.66291 -0.1 0.0 0.3 0.063
Cl 1.89266 -0.27041 -0.01657 -0.4 0.5 -0.1 0.297
H -0.39102 1.35823 1.38954 0.0 0.0 -0.1 -0.060
P -0.78548 -2.09977 1.57166 1.1 1.2 -0.7 1.008
C -1.72284 -3.39212 0.61735 0.0 0.1 0.2 -0.554
C 0.54199 -3.02620 2.50390 -0.8 -0.3 0.0 -0.555
C -2.00852 -1.41449 2.78879 -0.1 -0.6 -0.2 -0.556
C -1.22656 -3.47511 -0.83591 0.0 -0.1 0.0 -0.142
H -2.74926 -2.98364 0.60572 0.2 -0.2 0.0 0.098
C -1.73276 -4.77621 1.26502 -0.3 -0.2 -0.1 -0.136
H -0.74984 -5.26360 1.18614 -0.3 0.2 0.0 0.074
H -2.46021 -5.39563 0.72102 0.2 -0.1 0.1 0.074
H -2.03824 -4.74938 2.31730 0.1 -0.1 -0.2 0.047
H -1.37284 -2.51718 -1.34842 0.2 -0.4 0.1 0.001
H -1.80464 -4.24384 -1.37260 0.1 0.1 0.1 0.074
H -0.16189 -3.74820 -0.89687 -0.2 0.3 0.0 0.045
H -2.77603 -0.99896 2.10711 0.2 -0.2 0.3 0.092
C -1.45316 -0.24443 3.63222 -0.1 0.1 0.1 -0.151
C -2.64084 -2.51605 3.64393 -0.3 0.4 0.4 -0.140
H -3.26616 -3.18835 3.04568 0.2 0.1 0.1 0.060
H -3.28665 -2.05108 4.40152 0.0 -0.2 0.0 0.068
H -1.87708 -3.10848 4.17277 -0.2 0.2 -0.2 0.072
H -0.46147 0.09936 3.31098 -0.3 -0.2 0.1 0.028
H -1.40483 -0.51867 4.69832 0.1 0.0 -0.3 0.067
H -2.12875 0.61835 3.54199 0.2 -0.2 0.1 0.069
C 1.58271 -3.54435 1.49546 0.0 0.1 0.3 -0.138
H 0.02513 -3.86119 3.00840 0.4 0.0 0.0 0.084
C 1.22442 -2.14694 3.55370 0.0 -0.1 0.0 -0.130
H 1.19287 -4.27455 0.77713 0.1 0.3 0.1 0.052
H 2.39582 -4.02462 2.05553 -0.1 0.0 -0.1 0.073
H 2.01243 -2.70616 0.92860 -0.2 -0.5 0.0 0.005
H 1.63098 -1.24425 3.07945 -0.1 -0.1 0.2 0.068
H 2.05912 -2.71120 3.99307 -0.1 0.1 -0.1 0.073
H 0.55580 -1.86502 4.37556 0.1 0.0 -0.2 0.055
F 1.52854 -2.68360 -2.99818 0.1 0.1 -2.2 -0.064
C 2.32551 -3.04652 -1.95416 -2.8 0.5 5.1 -0.642
F 3.42876 -2.26125 -2.01077 1.7 0.5 -1.4 -0.072
F 2.72413 -4.32837 -2.15984 1.1 -1.2 -1.6 -0.049

No. 2
13
Properties=species:S:1:pos:R:3:forces:R:3:lowdin_charge:R:1 method="wB97M-V/def2-TZVPD" homo_ev=-8.698 homo_lumo_gap_ev=7.81 mol_weight_g_mol=134.229 e_above_lowest_kcal_mol=102.2 largest_force_ev_per_a=5.46
C -0.50302 -2.47011 -0.73704 0.6 -1.2 1.4 -0.146
C 0.70923 -0.35597 -0.37179 1.0 0.7 2.2 -0.519
C 0.99489 1.03907 0.25072 0.3 3.1 1.2 -0.513
H -1.56416 -2.74209 -0.46242 1.2 -0.5 -1.3 0.093
H 0.10014 -2.85168 0.10135 0.1 -1.1 -0.7 0.091
H 0.00966 -2.73478 -1.73437 -1.4 0.3 1.3 0.116
H -2.27958 -0.07086 0.54629 -0.6 0.1 1.8 -0.145
H 1.88078 -1.61491 -1.14089 0.7 1.2 1.1 0.087
H 1.85052 1.16364 -0.51174 -1.1 1.6 1.9 0.063
N -0.47490 -1.10249 -0.34992 2.4 2.2 -0.4 -0.585
N 1.93313 -0.64900 -0.66413 -1.9 -4.1 -2.4 0.107
S -1.80055 -0.19502 -0.63803 -1.6 1.4 -2.2 0.858
S 0.71232 2.18460 1.60358 0.3 -3.9 -3.9 0.491

Copy entry 2 word for word.
13
Properties=species:S:1:pos:R:3:forces:R:3:lowdin_charge:R:1 method="wB97M-V/def2-TZVPD" homo_ev=-8.698 homo_lumo_gap_ev=7.81 mol_weight_g_mol=134.229 e_above_lowest_kcal_mol=102.2 largest_force_ev_per_a=5.46
C -0.50302 -2.47011 -0.73704 0.6 -1.2 1.4 -0.146
C 0.70923 -0.35597 -0.37179 1.0 0.7 2.2 -0.519
C 0.99489 1.03907 0.25072 0.3 3.1 1.2 -0.513
H -1.56416 -2.74209 -0.46242 1.2 -0.5 -1.3 0.093
H 0.10014 -2.85168 0.10135 0.1 -1.1 -0.7 0.091
H 0.00966 -2.73478 -1.73437 -1.4 0.3 1.3 0.116
H -2.27958 -0.07086 0.54629 -0.6 0.1 1.8 -0.145
H 1.88078 -1.61491 -1.14089 0.7 1.2 1.1 0.087
H 1.85052 1.16364 -0.51174 -1.1 1.6 1.9 0.063
N -0.47490 -1.10249 -0.34992 2.4 2.2 -0.4 -0.585
N 1.93313 -0.64900 -0.66413 -1.9 -4.1 -2.4 0.107
S -1.80055 -0.19502 -0.63803 -1.6 1.4 -2.2 0.858
S 0.71232 2.18460 1.60358 0.3 -3.9 -3.9 0.491